No. 1
117
Properties=species:S:1:pos:R:3:forces:R:3 method="wB97M-V/def2-TZVPD" charge=-1 multiplicity=1 e_above_lowest_ev=0.000
C 1.992004 -1.319886 1.264008 0.0 0.1 0.0
C 2.366277 -1.285210 -0.218102 -0.2 -0.4 0.0
C 1.240827 -0.762112 -1.097420 0.3 0.1 0.1
O 0.060464 -1.558476 -0.988103 0.0 1.2 -0.4
Nb -1.768707 -1.119393 -1.329429 0.3 -2.6 -0.3
C -2.478125 -2.455431 0.292876 0.3 1.0 0.8
C -2.406521 -3.768416 -0.483151 0.1 0.0 -0.2
C -3.768294 -0.319713 -2.005843 0.0 0.5 -0.3
C -5.029972 -1.084596 -1.577024 -0.1 0.1 -0.1
C -5.631923 -0.653223 -0.249653 0.0 -0.3 0.1
Cl -6.059041 1.108001 -0.186366 -0.1 0.0 -0.1
P -1.950620 0.619958 0.700889 0.7 -0.2 -0.5
O -0.666379 0.851571 1.445579 -0.2 0.0 0.0
O -2.643122 2.037069 0.278381 -0.3 0.2 0.1
O -3.068771 0.141322 1.862004 -0.1 0.3 0.1
H 2.635162 -2.013329 1.813512 0.0 0.1 0.0
H 2.073637 -0.333748 1.726612 0.0 0.0 -0.1
H 0.955938 -1.642055 1.382555 0.1 0.0 0.0
H 2.602908 -2.301037 -0.560723 0.0 0.1 0.1
H 3.263011 -0.678690 -0.387670 -0.1 0.0 0.0
H 0.987588 0.262787 -0.810623 0.0 -0.1 0.1
H 1.544319 -0.738635 -2.151029 0.0 -0.1 0.1
H -1.126149 0.430098 -2.040447 -0.3 0.1 0.8
H -1.833000 -2.086032 -2.877818 -0.2 0.4 -0.2
H -3.439628 -2.260771 0.767708 -0.1 -0.1 -0.3
H -1.747468 -2.450077 1.110198 0.0 -0.1 -0.1
H -2.820587 -3.717871 -1.502010 0.0 0.1 0.1
H -1.371443 -4.107450 -0.587963 -0.1 0.0 0.0
H -2.969808 -4.548221 0.039466 0.0 0.0 -0.1
H -3.874225 0.738145 -1.735788 0.0 -0.1 0.0
H -3.712752 -0.339944 -3.101935 0.0 0.0 0.1
H -4.836455 -2.164853 -1.485767 -0.1 0.1 0.0
H -5.826255 -0.988963 -2.331964 0.1 0.0 0.0
H -6.574124 -1.167534 -0.058148 0.1 0.0 0.0
H -4.958209 -0.817228 0.587900 0.1 0.2 -0.1
H -3.218249 2.395816 0.964032 0.0 0.0 0.1
H -2.559855 -0.446921 2.433404 0.0 0.0 0.1
C -6.351930 -1.471002 -5.665904 -0.1 0.1 -0.1
C -7.470842 -2.078514 -4.840471 0.0 0.1 0.1
O -6.952260 -3.379932 -4.525640 0.0 0.2 -0.2
C -5.595001 -3.313294 -4.606293 0.0 -0.3 0.6
O -4.872977 -4.157790 -4.180743 0.0 0.0 -0.2
O -5.202179 -2.163832 -5.175111 0.1 -0.1 -0.1
H -6.217977 -0.410527 -5.504264 0.0 -0.1 0.0
H -6.462417 -1.675034 -6.732380 0.0 0.0 0.0
H -7.617939 -1.538178 -3.903249 0.0 0.0 0.0
H -8.415574 -2.168096 -5.367590 0.0 -0.1 0.0
C -6.142279 2.824798 -3.937795 0.0 0.1 0.0
C -7.266631 3.794942 -4.267812 0.0 0.0 0.1
O -7.872433 3.186251 -5.422291 0.0 0.0 0.0
C -7.581212 1.870466 -5.405906 0.2 -0.2 0.2
O -8.052815 1.036188 -6.114321 -0.2 0.2 -0.2
O -6.665571 1.596168 -4.454739 0.0 0.0 0.0
H -5.937377 2.706201 -2.878075 0.0 -0.1 0.0
H -5.219427 3.058931 -4.469416 0.0 0.0 0.0
H -8.013778 3.843890 -3.474739 0.0 0.0 0.0
H -6.934646 4.795363 -4.527741 0.0 0.0 -0.1
C 3.391552 -5.707489 3.582304 0.0 0.0 0.2
C 2.534239 -5.579166 4.829135 0.0 0.0 -0.1
O 1.561815 -4.607515 4.428517 -0.1 0.0 0.0
C 1.462214 -4.625690 3.075447 0.1 0.0 -0.1
O 0.635826 -4.067932 2.437026 -0.2 -0.1 0.1
O 2.455855 -5.383031 2.549205 0.1 0.0 -0.1
H 3.781210 -6.702637 3.396371 0.0 0.0 0.1
H 4.212030 -4.990260 3.564204 0.0 0.0 0.0
H 2.017420 -6.509360 5.074338 0.0 0.0 0.0
H 3.069003 -5.214681 5.701394 0.0 0.1 0.0
C -0.622129 4.502470 1.802091 0.0 -0.2 0.0
C 0.025693 3.636518 2.862958 -0.2 -0.2 0.0
O 1.352172 4.212602 2.943771 0.0 0.0 0.0
C 1.288164 5.475176 2.514446 0.0 0.1 0.1
O 2.172049 6.279984 2.623201 0.0 0.0 0.0
O 0.099008 5.745043 1.945896 0.0 0.0 -0.1
H -1.680965 4.674584 1.971171 0.0 0.1 0.0
H -0.468107 4.117298 0.794520 0.0 0.0 0.0
H -0.453486 3.749893 3.834555 0.0 0.0 0.0
H 0.065464 2.584981 2.586880 0.2 0.0 -0.1
C 6.298924 7.223814 2.382328 -0.1 0.1 0.0
C 5.146991 6.646460 1.581489 0.0 -0.1 0.1
O 5.845501 6.001260 0.496197 -0.1 0.0 0.0
C 7.097248 5.731728 0.888708 0.1 0.0 0.0
O 7.883608 5.072858 0.277765 0.0 0.0 -0.1
O 7.368991 6.319276 2.075073 0.0 0.0 0.0
H 6.129026 7.233827 3.454527 0.0 -0.1 0.0
H 6.587324 8.220378 2.042572 0.0 0.0 0.0
H 4.581530 5.903489 2.139834 0.0 0.0 -0.1
H 4.458016 7.382181 1.180967 0.0 0.0 -0.1
C -4.548736 1.342108 4.469818 0.0 -0.1 0.0
C -3.982863 0.416705 5.533788 -0.1 0.0 0.0
O -2.689533 0.982445 5.774078 0.0 0.0 0.0
C -2.709788 2.278166 5.398545 0.0 0.1 -0.1
O -1.839988 3.061120 5.614907 0.0 0.0 0.1
O -3.858558 2.571167 4.752700 0.0 0.0 0.0
H -5.620276 1.501501 4.551296 0.0 0.1 0.0
H -4.282472 1.014769 3.467408 0.0 0.0 -0.1
H -4.551215 0.451076 6.465658 0.0 0.0 0.0
H -3.868664 -0.614051 5.209511 0.0 0.0 0.0
C 9.486045 3.106474 -1.749057 0.0 0.0 0.1
C 10.431985 4.144040 -2.322202 -0.1 0.0 0.0
O 11.273365 3.353012 -3.171718 0.0 0.0 0.0
C 10.604736 2.222882 -3.508211 0.0 0.0 0.0
O 10.973700 1.444911 -4.328853 0.0 0.0 0.0
O 9.472814 2.112222 -2.786217 0.0 0.0 0.0
H 8.483825 3.476874 -1.567082 0.0 0.0 -0.1
H 9.877400 2.650353 -0.838970 0.0 0.0 0.0
H 9.910056 4.882161 -2.933092 0.0 0.0 0.0
H 11.042348 4.647157 -1.578673 0.0 0.0 0.0
C 4.130501 -7.563181 -0.001678 0.0 0.1 0.0
C 5.171951 -6.856871 -0.854282 0.0 -0.1 0.0
O 5.851823 -6.048560 0.113195 0.1 0.0 0.0
C 5.672028 -6.584453 1.334836 -0.2 0.2 0.0
O 6.196577 -6.199528 2.330920 0.1 -0.2 0.0
O 4.772536 -7.595551 1.282647 0.0 0.0 0.0
H 3.911097 -8.579162 -0.315539 0.0 0.0 0.0
H 3.207876 -6.988566 0.088714 0.0 0.0 0.0
H 5.889449 -7.552948 -1.291609 0.0 0.0 0.0
H 4.758613 -6.214320 -1.625412 0.0 0.0 0.0


No. 2
94
Properties=species:S:1:pos:R:3:forces:R:3 method="wB97M-V/def2-TZVPD" charge=+3 multiplicity=5 total_energy_ev=-73206.7535
C 1.380681 1.829779 -1.358898 -0.2 0.0 0.9
C 0.173912 0.048137 -2.334502 -0.1 0.9 1.1
C 1.869109 2.179629 -2.595337 0.8 0.8 -0.2
C 0.887563 0.212531 -3.511441 -0.3 -0.4 -0.8
C 1.650950 1.346212 -3.674554 0.3 0.2 -0.2
H 2.445793 3.106563 -2.658391 0.0 -0.4 -0.2
H 0.701328 -0.478092 -4.333353 0.1 0.2 0.1
H 2.070050 1.601358 -4.636478 0.1 -0.1 -0.1
N 0.491086 0.850037 -1.241247 0.1 -0.3 -1.5
P 1.590968 1.581379 1.440651 2.4 0.5 0.2
P -1.934265 -0.732843 -0.742279 -2.5 -0.1 -1.1
C 1.788484 2.571736 -0.091504 0.1 0.7 -0.2
H 2.810158 2.966759 -0.169024 -0.1 -0.2 -0.2
H 1.171132 3.475065 0.034800 0.0 -0.1 -0.1
C -0.913210 0.056373 2.366055 -1.9 -2.7 7.6
O -1.196898 -0.183832 3.480187 1.1 1.2 -4.1
C -1.004444 -0.733186 -2.258394 2.6 -2.7 0.8
H -1.026474 -1.617143 -2.900993 -0.2 0.5 -0.2
C -2.710823 -2.421212 -0.090114 0.0 -0.2 -0.4
C -3.255806 0.192106 -1.788664 -0.2 -0.4 0.4
C 3.213861 0.549538 1.486400 0.1 -0.3 0.3
C 1.590591 2.808383 2.870008 0.3 0.1 0.1
C -2.170747 -2.806667 1.297985 0.2 0.2 -0.2
H -2.524005 -2.111305 2.068723 0.1 -0.2 -0.1
H -2.562031 -3.812356 1.540089 0.2 0.5 -0.1
H -1.073679 -2.843393 1.296740 -0.4 0.0 0.2
C -4.244553 -2.341557 0.014193 0.0 0.2 -0.1
H -4.544986 -1.539704 0.705186 -0.1 -0.3 -0.2
H -4.736058 -2.206246 -0.961618 0.2 -0.1 0.5
H -4.607681 -3.296399 0.437799 0.2 0.4 -0.2
C -2.298654 -3.509055 -1.075165 0.1 -0.4 -0.2
H -2.691335 -4.476093 -0.720014 0.0 0.3 -0.1
H -2.675862 -3.359452 -2.098806 0.1 0.0 0.3
H -1.207404 -3.605293 -1.093241 -0.3 0.0 0.0
C -4.430500 0.672556 -0.936814 -0.5 0.3 -0.3
H -4.129420 0.917834 0.089084 -0.1 -0.1 0.0
H -4.816904 1.599005 -1.389551 -0.2 -0.3 0.2
H -5.244258 -0.063742 -0.913547 0.3 0.4 0.2
C -2.583743 1.426142 -2.430891 0.0 -0.3 -0.4
H -2.136488 2.071816 -1.662805 -0.1 0.0 -0.2
H -1.799980 1.144174 -3.150202 -0.4 0.3 0.3
H -3.332597 1.971183 -3.018906 0.1 0.0 0.3
C -3.720634 -0.760239 -2.923517 -0.2 0.2 -0.5
H -2.977218 -1.512395 -3.223223 -0.4 0.3 0.2
H -4.651079 -1.292515 -2.681461 0.3 0.3 -0.1
H -3.891067 -0.148292 -3.823376 -0.2 -0.3 0.2
C 1.703557 2.048679 4.195697 0.0 -0.2 0.3
H 1.631390 2.762163 5.027258 0.0 -0.1 -0.2
H 0.893459 1.326116 4.327022 0.0 0.0 0.0
H 2.650356 1.518325 4.326108 -0.2 0.2 -0.1
C 0.278294 3.579227 2.883561 -0.3 0.0 0.1
H 0.147773 4.187539 1.990053 0.0 0.2 -0.2
H -0.588281 2.930415 2.977016 -0.1 -0.2 0.1
H 0.264515 4.264052 3.737796 0.1 -0.1 -0.1
C 2.717640 3.840320 2.758148 0.4 0.4 0.1
H 2.823097 4.247717 1.749797 0.0 0.0 0.1
H 2.488317 4.688721 3.415684 0.0 -0.2 -0.1
H 3.693681 3.472346 3.077262 -0.3 0.0 -0.1
C 3.567662 0.042383 0.076792 -0.3 0.1 -0.2
H 3.875537 0.867476 -0.584071 0.0 -0.3 0.1
H 4.419067 -0.659394 0.152857 -0.4 0.4 0.0
H 2.724132 -0.496047 -0.378044 0.3 0.2 0.1
C 3.003749 -0.656551 2.414685 -0.2 -0.3 0.2
H 2.275166 -1.362774 2.002004 0.3 0.2 0.2
H 3.964475 -1.187195 2.543723 -0.4 0.2 -0.1
H 2.653114 -0.368807 3.414462 0.2 -0.1 -0.2
C 4.423770 1.338648 2.006659 0.2 0.2 0.0
H 4.598011 2.258842 1.438130 0.0 -0.1 0.1
H 4.355834 1.568986 3.076042 0.0 0.0 -0.3
H 5.320722 0.711009 1.882901 -0.3 0.1 0.0
Pt -0.445229 0.547452 0.655536 0.2 -0.3 -0.8
N 0.819978 -1.886015 0.515852 0.7 -1.5 -1.4
C 1.204145 -2.720159 -0.210964 -2.4 3.1 0.1
C 1.611747 -3.664530 -1.247157 0.3 0.0 0.4
C 0.920147 -3.744312 -2.615847 -0.6 0.3 -0.1
C 3.023323 -3.158566 -1.504264 1.0 0.3 -0.1
C 1.436967 -4.943282 -0.437622 0.1 -1.0 0.7
H -0.137175 -4.013323 -2.600757 0.2 0.0 0.2
H 1.027883 -2.827841 -3.205260 0.0 0.0 0.2
H 1.412915 -4.530225 -3.190682 0.2 0.0 0.2
H 3.540587 -2.858103 -0.587209 0.0 -0.3 -0.1
H 3.650994 -3.857845 -2.037231 0.0 -0.4 -0.1
H 2.955434 -2.255748 -2.120963 0.0 -0.1 0.0
H 1.224936 -5.819528 -1.038098 0.3 -0.1 -0.3
H 2.319070 -5.100356 0.180052 0.1 -0.3 0.0
H 0.591207 -4.876168 0.269296 0.2 0.1 -0.3
S -4.087828 3.414201 1.846938 0.9 1.6 -1.3
C -3.071001 4.225839 0.674776 -2.0 -0.5 1.7
C -1.981005 3.440578 0.329562 0.2 -2.3 1.2
N -1.966437 2.230148 1.003460 -0.5 0.5 -0.1
C -2.999017 2.075987 1.836106 1.1 0.5 -1.3
H -3.278425 5.191157 0.270864 -0.4 0.6 -0.1
H -1.215548 3.692474 -0.389369 0.1 0.0 0.0
H -3.185572 1.188686 2.451850 0.2 0.3 -0.3


No. 3
116
Properties=species:S:1:pos:R:3:forces:R:3 method="wB97M-V/def2-TZVPD" charge=+1 multiplicity=1 total_energy_ev=-118182.1325
C -3.493211 3.538091 1.906055 1.6 -1.2 -1.9
C -2.660803 3.227629 0.777754 -1.2 -0.1 1.8
C -2.377289 1.723627 0.316583 0.1 -2.7 -0.5
C -3.547674 0.951892 -0.334884 4.8 -0.1 0.6
C -4.923321 1.721971 -0.535238 -4.4 -1.8 1.7
O -5.952613 1.226661 0.009648 4.8 2.0 -2.1
O -5.125718 2.927732 -1.266878 1.9 -1.3 -0.5
P -3.855373 3.241773 -2.387613 1.5 1.2 -1.2
O -4.498265 3.294869 -3.988484 0.8 0.0 2.5
O -3.455463 4.905706 -2.081934 -0.7 -2.4 0.3
C -3.251334 -0.538190 -0.780922 0.9 1.2 0.7
C -4.484570 -1.276381 -1.503753 0.7 -0.9 0.1
C -4.192170 -1.654498 -3.054256 -1.1 -0.1 -0.2
C -4.288522 -0.363177 -4.042892 0.5 -1.5 0.0
C -2.867343 0.301438 -4.377506 -0.3 0.8 -1.0
O -1.770570 -0.645037 -4.464781 -0.5 0.4 -0.5
C -1.843637 -1.211162 -0.527431 -2.1 3.9 0.5
P -1.601664 -2.991236 -1.092828 -1.0 -4.2 -3.0
O -2.861696 -3.838177 -1.246943 2.3 2.7 1.0
O -0.518012 -3.919110 -0.168615 -1.5 2.6 -0.1
O -0.887387 -2.885205 -2.658503 -0.9 -0.7 3.4
N -0.771406 -0.398356 0.101553 -2.1 1.9 -0.1
C 0.570531 -1.047470 0.340043 1.7 -1.2 0.3
C 1.334913 -1.380353 -1.057280 -1.5 1.6 -3.8
O 1.018183 -0.683805 -2.067291 1.7 -2.8 4.5
O 2.271037 -2.444708 -1.102852 -1.3 2.7 0.4
C 3.512214 -2.054918 -1.734974 5.5 0.7 1.4
C 3.643046 -1.804082 -3.328266 -2.0 -0.4 0.6
O 4.510525 -1.953741 -0.969124 -4.9 -0.6 -3.4
C -0.985687 0.992408 0.488445 -2.3 0.6 -0.6
C 0.149520 1.937110 1.126651 1.2 -1.7 -0.4
C 0.425527 1.586794 2.689707 0.4 -1.1 -0.3
C 2.022578 1.603399 3.030683 -0.7 0.9 0.2
C 2.452171 0.523545 4.140557 -0.7 0.7 0.5
S 3.713101 -0.712839 3.560813 7.2 -0.5 -0.8
O 4.271238 -0.430163 2.190627 -3.3 -0.3 2.5
O 4.892903 -0.738540 4.518221 -4.8 0.0 -1.7
O 3.099559 -2.284179 3.528242 -0.6 2.3 -0.4
H -4.286048 4.370653 1.863225 2.1 -0.7 0.4
H -3.356040 2.906329 2.856207 -1.2 0.5 -1.8
H -2.235426 4.100977 0.179459 -1.2 -1.6 0.2
H -3.739193 2.993109 -4.551286 -0.9 0.3 0.6
H -2.480653 4.995064 -1.962043 -1.0 -0.4 -0.1
H -5.454385 -0.677012 -1.509772 1.7 -0.3 0.4
H -4.708703 -2.210217 -0.853515 0.5 1.4 -1.3
H -5.080649 -2.330990 -3.367852 1.5 1.0 0.7
H -3.254242 -2.280339 -3.212024 -1.3 1.2 0.2
H -4.722428 -0.765907 -5.037126 0.6 0.8 1.6
H -5.048481 0.352004 -3.573907 1.2 -0.6 -0.9
H -2.589560 1.118958 -3.610393 -0.4 -1.3 -1.1
H -2.965485 0.773605 -5.433870 0.0 -0.3 1.8
H -1.323970 -0.586591 -5.342536 -0.8 0.1 1.1
H -0.917174 -4.033655 0.736994 0.4 -0.2 -1.2
H -1.093342 -3.780266 -3.045328 0.2 1.0 0.4
H 1.309172 -0.378714 0.902026 -1.3 -0.6 -0.9
H 0.477774 -1.982652 1.017450 -0.1 1.5 -1.4
H 2.628514 -2.097898 -3.801888 1.8 0.5 0.7
H 3.762127 -0.679237 -3.482146 0.1 -1.6 0.3
H 4.476161 -2.424862 -3.803279 -1.0 1.0 1.1
H 0.002423 3.047691 0.916889 -0.3 -1.7 0.3
H 1.129964 1.648336 0.575377 -1.6 0.6 0.8
H -0.154056 2.257403 3.411273 0.8 -1.0 -1.1
H 0.072908 0.492602 2.830793 0.4 1.8 0.0
H 2.647403 1.524857 2.077667 -0.8 -0.1 1.4
H 2.226653 2.645406 3.480459 -0.1 -1.7 -0.8
H 2.948644 1.098883 5.010012 -0.5 -1.4 -1.4
H 1.571305 -0.065755 4.572380 1.2 0.8 -0.7
H 2.565120 -2.373262 2.696210 0.8 0.0 0.8
C 6.986867 -6.963471 7.240324 -0.1 -0.4 0.3
O 7.385617 -6.124261 6.157229 -1.0 0.4 -0.1
C 6.836142 -4.895733 6.179740 -0.1 0.0 -0.1
O 6.068032 -4.477857 7.012224 0.3 -0.2 -0.4
O 7.291693 -4.216070 5.113925 -0.1 -0.4 0.4
C 6.787378 -2.883499 5.008601 -0.2 0.4 -0.1
H 7.488511 -7.924628 7.119387 0.1 0.2 -0.2
H 7.293438 -6.531517 8.195908 -0.2 0.0 -0.1
H 5.907876 -7.132062 7.220583 0.1 0.2 0.1
H 7.085705 -2.289172 5.875291 -0.2 -0.1 0.0
H 5.702464 -2.890161 4.900180 0.2 -0.1 0.2
H 7.219887 -2.431308 4.115303 0.1 -0.3 0.1
C -4.326187 7.742523 -8.772836 -0.2 0.2 -0.4
O -3.563037 7.157592 -7.718235 -0.1 -0.1 0.5
C -4.167935 7.187089 -6.518145 0.0 0.1 -0.2
O -5.256780 7.650587 -6.284097 0.5 -0.2 -0.1
O -3.346441 6.608799 -5.623015 -0.2 0.1 -0.4
C -3.864141 6.569108 -4.292968 -0.1 0.3 0.1
H -3.742475 7.663000 -9.690731 0.1 -0.1 0.3
H -5.265987 7.203702 -8.913282 0.0 0.2 0.1
H -4.513040 8.799957 -8.572855 -0.1 -0.2 0.1
H -4.785048 5.983524 -4.254955 0.1 0.2 0.0
H -4.032586 7.580542 -3.914846 -0.2 -0.1 -0.1
H -3.124826 6.087381 -3.663436 0.0 0.2 -0.6
C -10.811250 4.795893 -3.989686 -0.4 -0.1 -0.4
O -9.809355 5.192870 -3.054471 0.3 -0.3 0.4
C -9.373898 4.201719 -2.259014 -0.1 0.1 -0.1
O -9.753029 3.055655 -2.280533 0.2 0.5 0.0
O -8.440798 4.709354 -1.434152 -0.2 0.0 -0.3
C -7.885764 3.760428 -0.525328 0.0 -0.3 0.2
H -11.086414 5.673293 -4.576109 0.2 0.0 0.2
H -10.423684 4.033660 -4.669498 -0.1 0.0 0.2
H -11.701680 4.434217 -3.470540 0.2 -0.1 -0.1
H -7.384162 2.958879 -1.065728 -0.4 0.1 0.1
H -8.659800 3.357798 0.132366 0.0 -0.1 -0.2
H -7.146913 4.277475 0.088970 -0.1 0.2 -0.2
C 9.942151 -5.473835 5.662001 0.0 0.1 0.1
O 11.342365 -5.728740 5.789008 0.4 -0.4 -0.1
C 11.692769 -7.004335 5.557554 0.0 0.2 0.1
O 10.942564 -7.904610 5.264437 0.3 0.3 0.1
O 13.025293 -7.104567 5.709294 -0.4 0.1 0.0
C 13.541740 -8.416102 5.491621 0.2 -0.4 0.0
H 9.775118 -4.416307 5.870103 0.3 -0.1 0.0
H 9.602866 -5.682790 4.645404 0.0 -0.1 0.2
H 9.379845 -6.059255 6.384284 0.5 0.0 -0.3
H 13.345261 -8.742918 4.467929 -0.1 0.0 0.2
H 13.118379 -9.121368 6.210476 -0.1 0.1 -0.2
H 14.621622 -8.378321 5.640527 -0.2 0.3 0.0